No. 1
{
  "formula": "C7H11AlI2N2OS",
  "method": "ωB97M-V/def2-TZVPD",
  "symbols": ["C", "I", "H", "H", "H", "C", "C", "N", "H", "I", "N", "H", "Al", "C", "O", "C", "C", "H", "H", "H", "C", "H", "H", "H", "S"],
  "xyz": [[3.716, 2.356, -0.006], [5.632, 2.948, -0.060], [3.254, 3.275, -0.562], [3.874, 1.500, -0.625], [3.136, 2.139, 0.883], [-0.168, -1.847, -3.849], [-1.150, -0.695, -2.174], [-0.442, -1.818, -2.511], [-0.663, -0.364, -5.406], [-3.836, 1.437, 0.116], [-1.173, 0.025, -3.337], [0.273, -2.710, -4.331], [-2.247, -0.528, -0.468], [-0.868, 0.435, 0.132], [-0.515, 1.431, -0.525], [-0.613, -0.696, -4.357], [-1.783, 1.332, -3.538], [-2.321, 1.331, -4.497], [-1.020, 2.132, -3.575], [-2.487, 1.534, -2.727], [-0.095, -2.899, -1.593], [0.308, -3.744, -2.176], [-0.991, -3.207, -1.047], [0.667, -2.586, -0.869], [-0.108, -0.776, 1.003]],
  "nbo_charge": [-0.790, 0.034, 0.233, 0.229, 0.261, -0.103, 0.054, -0.382, 0.195, -0.672, -0.387, 0.198, 0.271, -0.233, -0.743, -0.123, -0.397, 0.170, 0.197, 0.264, -0.433, 0.168, 0.241, 0.236, -0.485],
  "multiplicity": 1,
  "homo_lumo_gap_ev": [1.52, 1.52],
  "total_charge": -2
}

---

No. 2
{
  "formula": "C7H11Br",
  "method": "ωB97M-V/def2-TZVPD",
  "symbols": ["C", "C", "C", "C", "C", "C", "C", "Br", "H", "H", "H", "H", "H", "H", "H", "H", "H", "H", "H"],
  "xyz": [[1.164, -1.589, -0.509], [-0.054, -1.167, -0.969], [0.516, 0.108, 1.078], [1.741, -0.789, 0.615], [-0.466, 0.070, -0.146], [-0.317, 1.462, -0.850], [-1.994, 0.037, 0.382], [3.333, 0.211, -0.008], [1.764, -2.353, -1.051], [-0.514, -1.380, -1.839], [-0.089, -0.382, 1.885], [0.755, 1.074, 1.523], [2.158, -1.344, 1.447], [-0.231, 2.316, -0.110], [-1.282, 1.721, -1.251], [0.452, 1.554, -1.524], [-2.147, 1.209, 0.742], [-2.182, -0.713, 1.047], [-2.609, -0.043, -0.462]],
  "lowdin_spin": [0.489, 0.602, 0.005, 0.160, 0.065, 0.032, 0.044, 0.520, 0.014, 0.046, 0.004, 0.001, 0.004, 0.005, 0.001, 0.000, 0.004, 0.002, 0.001],
  "multiplicity": 3,
  "homo_lumo_gap_ev": [6.04, 5.70],
  "total_charge": 0
}

---

Computed ΔE to the lowest compared entry with this formula, charge and spin, in the same sequence as the records: 2.265; 0.000 eV.